[1]
Here is an isolated molecule of C16H21FN2O3 in a non-equilibrium geometry from the Open Molecules 2025 dataset. Energies are from the ωB97M-V functional and the def2-TZVPD basis.

The geometry in XYZ format:
```
43
Properties=species:S:1:pos:R:3:forces:R:3:nbo_charge:R:1
O -0.4246 -3.0725 -0.2128 -0.189 2.608 0.668 -0.591
F -1.2813 -5.7019 5.8782 0.381 1.072 -0.528 -0.331
N 0.4990 0.2782 0.6486 0.983 0.940 0.362 -0.177
O -0.0684 -0.8143 -0.0975 -0.060 0.847 -1.317 -0.394
O 0.8119 0.6243 -2.3546 0.185 -0.071 0.694 -0.543
C -0.1755 -2.0679 0.4454 1.326 -2.008 1.780 0.906
C 0.7587 1.3986 0.0030 -1.796 -3.043 -0.258 0.288
C -1.2898 -5.0952 3.5932 -0.491 0.427 -0.375 -0.255
C -0.1741 -3.6526 5.1456 0.427 0.296 0.482 -0.264
C -0.9672 -4.2293 2.5356 0.284 0.119 0.296 -0.231
C 0.2303 -2.8019 4.0975 -0.783 -0.738 -0.056 -0.238
C -0.9269 -4.8016 4.8985 0.452 0.036 -0.385 0.365
C -0.1730 -3.0723 2.7843 -0.803 -1.307 -0.059 0.151
N 0.1934 -2.1424 1.8081 -0.048 2.025 -0.794 -0.644
C 2.2196 0.3757 -2.2901 -0.618 0.030 -0.382 -0.253
C 1.3908 2.5080 0.7726 -0.276 -0.506 0.949 -0.668
C -1.1630 2.4717 -3.7487 -0.086 0.280 0.813 -0.407
C 0.1956 3.1224 -3.4603 -0.589 1.081 -0.131 -0.395
C -1.9905 2.4375 -2.4622 0.250 -1.010 -0.041 -0.398
C 0.6880 2.9798 -2.0187 0.398 -0.141 -0.230 -0.429
C -1.2887 1.4806 -1.4838 -0.455 0.225 1.112 -0.414
C 0.2892 1.6151 -1.4388 -0.433 0.132 -0.723 0.202
H -1.9417 -5.9510 3.4016 0.367 0.175 0.057 0.231
H 0.1429 -3.3729 6.1580 -0.256 -0.363 -0.360 0.230
H -1.3576 -4.4772 1.5378 0.475 0.349 0.524 0.252
H 0.7981 -1.8857 4.2760 -0.106 -0.391 0.238 0.212
H 0.5243 -1.2479 2.2187 -0.439 -0.834 -0.779 0.421
H 2.8074 1.2312 -2.6009 0.110 0.353 -0.273 0.162
H 2.4155 -0.4523 -2.9731 -0.068 0.103 0.094 0.208
H 2.5703 0.1058 -1.3038 -0.135 -0.263 0.499 0.171
H 1.2610 2.2820 1.8370 0.025 0.182 -0.139 0.242
H 2.4640 2.5058 0.5981 0.105 0.267 -0.270 0.241
H 0.9437 3.4823 0.5482 0.246 -0.307 -0.010 0.236
H -1.0084 1.4621 -4.1147 -0.128 -0.203 -0.033 0.214
H -1.7131 3.0318 -4.4786 -0.088 0.282 -0.696 0.207
H 0.9316 2.7678 -4.1464 0.548 -0.473 -0.476 0.209
H 0.1223 4.2067 -3.6755 0.003 -0.384 0.141 0.201
H -3.0190 2.0567 -2.6344 0.553 0.266 0.037 0.218
H -2.0811 3.4202 -1.9956 0.020 0.158 -0.224 0.191
H 0.2942 3.8189 -1.4475 -0.002 -0.140 0.277 0.206
H 1.7884 3.0667 -2.0456 -0.376 0.116 0.313 0.214
H -1.7715 1.6666 -0.4792 0.886 -0.267 -0.705 0.211
H -1.5252 0.4421 -1.7233 0.200 0.081 -0.096 0.245
```
Forces are in eV/Å.

Summary:
Electronic energy in Eh: -1057.3121
Charge: 0
Molar mass in g/mol: 308.35
2S+1: 1
HOMO energy in eV: -8.328
Kohn-Sham gap in eV: 8.85
Energy above the lowest of the compared OMol25 structures with the same formula, charge and spin in kcal per mole: 69.5
Structure (SMILES): COC1(/C(C)=N\OC(=O)Nc2ccc(F)cc2)CCCCC1


[2]
Here is a structure of composition C11H6N2O4Zn in a non-equilibrium geometry from the Open Molecules 2025 dataset. Energies are from the ωB97M-V functional and the def2-TZVPD basis.

The geometry in XYZ format:
```
24
Properties=species:S:1:pos:R:3:forces:R:3:nbo_charge:R:1
Zn 0.5651 1.9896 -0.9114 0.142 -0.286 0.373 1.481
O 2.7968 0.1582 -2.0988 -2.257 2.100 1.218 -0.290
C 1.9955 0.8389 -1.6642 4.008 -2.926 -2.106 0.399
C -1.2519 2.1239 -1.7730 -5.883 0.016 -2.498 0.382
O -2.3211 2.0696 -2.1913 4.102 0.158 1.603 -0.299
C 1.0163 3.3467 0.5262 1.111 2.930 3.335 0.396
O 1.2887 4.1126 1.3201 -0.785 -2.184 -2.246 -0.274
C 1.1361 3.4729 -2.3129 1.740 3.977 -3.871 0.378
O 1.4485 4.2490 -3.0924 -1.076 -2.572 2.571 -0.295
N -1.5738 -0.1121 1.6242 -0.913 2.458 0.258 -0.451
C -1.1546 0.9856 0.9504 0.999 -2.419 -0.180 0.191
N -0.2023 0.5267 0.1097 -0.237 0.948 0.112 -0.774
C -0.0431 -0.8574 0.2416 0.766 0.001 -0.756 0.155
C 0.8132 -1.8259 -0.4117 -1.021 0.334 1.101 -0.245
C 0.6965 -3.1452 0.0485 -0.603 1.825 0.085 -0.152
C -0.2211 -3.5121 1.0772 -0.433 1.980 -0.057 -0.155
C -1.0466 -2.5578 1.6739 -0.151 -0.115 0.108 -0.188
C -0.9333 -1.2281 1.2209 0.377 -1.889 0.222 0.088
H -2.2717 -0.0397 2.3192 -0.802 -0.294 0.864 0.448
H -1.4814 2.0507 1.0607 0.136 -1.430 0.122 0.242
H 1.5010 -1.5041 -1.1974 -0.355 -0.694 0.435 0.213
H 1.3140 -3.8836 -0.3920 0.447 -0.667 -0.311 0.248
H -0.2829 -4.5175 1.3974 0.009 -0.870 0.219 0.253
H -1.7881 -2.7410 2.4752 0.681 -0.380 -0.602 0.252
```
Forces are in eV/Å.

Summary:
Electronic energy in Eh: -2611.9329
Charge: +2
Molar mass in g/mol: 295.57
2S+1: 1
HOMO energy in eV: -15.527
Kohn-Sham gap in eV: 6.89
Energy above the lowest of the compared OMol25 structures with the same formula, charge and spin in kcal per mole: 18.3


[3]
Here is a structure of composition C37H28OP2PdS3 from the Open Molecules 2025 dataset. Energies are from the ωB97M-V functional and the def2-TZVPD basis.

The geometry in XYZ format:
```
72
Properties=species:S:1:pos:R:3:forces:R:3:lowdin_spin:R:1
Pd 0.9155 -0.9340 -0.9159 -0.039 0.064 0.605 0.614
O -1.0637 1.4748 0.9478 0.064 0.209 0.228 0.003
C -1.1820 2.6925 0.3413 -0.049 0.210 -0.438 0.003
C -1.8357 3.8201 0.8202 -0.067 0.013 0.267 0.000
C -1.8833 4.9765 0.0523 0.074 0.002 -0.085 0.002
C -1.2750 5.0367 -1.1885 -0.019 0.008 -0.055 0.001
C -0.5842 3.9268 -1.6505 -0.012 -0.015 0.050 0.006
C -0.5275 2.7621 -0.8986 0.134 -0.149 0.217 0.019
P 0.4413 1.3300 -1.4792 -0.141 -0.062 -0.510 0.072
C 1.7815 2.1084 -2.4245 0.087 -0.002 0.100 0.013
C 2.7155 2.8096 -1.6571 -0.043 -0.013 -0.062 0.006
C 3.8724 3.2997 -2.2353 0.026 -0.006 0.021 0.000
C 4.1212 3.0722 -3.5832 0.016 0.010 -0.034 0.005
C 3.2042 2.3680 -4.3464 0.041 -0.036 -0.030 0.001
C 2.0345 1.8880 -3.7726 -0.132 0.065 0.001 0.006
C -0.7096 0.5000 -2.6366 0.058 -0.114 0.011 -0.001
C -0.2304 -0.6489 -3.2960 -0.158 0.260 -0.417 0.003
C -1.1173 -1.5813 -3.8075 -0.062 0.006 -0.051 0.001
C -2.4871 -1.3806 -3.6819 0.011 -0.050 -0.008 0.002
C -2.9648 -0.2213 -3.0947 -0.057 0.046 0.079 0.001
C -2.0828 0.7115 -2.5624 0.054 -0.025 -0.036 0.001
C -1.8782 0.8804 1.8704 -0.233 -0.446 0.246 0.002
C -2.8952 1.4663 2.6110 0.015 0.271 -0.113 0.000
C -3.6212 0.7094 3.5209 -0.039 -0.073 0.045 0.003
C -3.3635 -0.6363 3.6974 0.022 -0.014 -0.012 0.001
C -2.3524 -1.2273 2.9529 -0.058 0.142 -0.041 0.005
C -1.6003 -0.4846 2.0520 -0.037 0.032 -0.297 0.014
P -0.1848 -1.2298 1.1563 0.615 -0.025 0.343 0.056
C 1.1200 -0.8735 2.4152 -0.023 0.038 0.068 0.005
C 0.9059 -1.1558 3.7657 0.004 -0.030 -0.066 0.002
C 1.8851 -0.8891 4.7084 -0.073 -0.082 0.125 0.000
C 3.0918 -0.3242 4.3236 0.111 0.055 -0.062 0.000
C 3.3138 -0.0253 2.9898 -0.041 0.008 0.015 0.000
C 2.3323 -0.2927 2.0449 -0.117 -0.060 0.098 0.001
C -0.5223 -3.0089 1.3337 0.049 -0.011 0.025 0.008
C -1.6336 -3.5196 0.6606 0.044 0.025 0.032 0.003
C -1.8743 -4.8822 0.6433 -0.022 0.012 -0.018 -0.001
C -0.9984 -5.7488 1.2847 -0.015 -0.077 0.032 0.003
C 0.1208 -5.2510 1.9313 0.001 -0.014 -0.027 0.000
C 0.3625 -3.8838 1.9543 -0.053 0.042 0.016 0.005
H -2.2922 3.8487 1.7936 0.085 -0.016 -0.018 0.000
H -2.4005 5.8418 0.4456 -0.010 -0.005 0.010 0.000
H -1.3281 5.9350 -1.7886 0.011 0.008 0.022 0.000
H -0.0765 3.9510 -2.6069 -0.003 0.061 0.004 0.001
H 2.5276 2.9608 -0.5985 0.051 0.005 -0.005 0.001
H 4.5947 3.8341 -1.6315 -0.021 0.025 -0.009 0.000
H 5.0347 3.4376 -4.0341 0.000 -0.012 0.002 0.000
H 3.4072 2.1668 -5.3904 -0.019 0.052 -0.010 0.000
H 1.3211 1.3457 -4.3810 0.016 -0.019 0.022 0.000
H 0.8347 -0.7786 -3.4616 0.014 -0.101 0.103 0.000
H -0.7400 -2.4741 -4.2888 0.038 0.011 0.008 0.000
H -3.1800 -2.1317 -4.0390 0.010 0.029 -0.065 0.000
H -4.0314 -0.0501 -3.0173 0.006 -0.005 -0.016 0.000
H -2.4641 1.5967 -2.0693 -0.033 -0.022 0.034 0.000
H -3.1493 2.5056 2.5081 -0.029 -0.085 -0.016 0.000
H -4.3974 1.1969 4.0964 -0.018 -0.010 -0.018 0.000
H -3.9340 -1.2229 4.4046 -0.008 0.010 -0.002 0.000
H -2.1384 -2.2812 3.0670 -0.037 -0.018 0.035 0.000
H -0.0342 -1.5965 4.0762 0.055 0.012 0.058 0.000
H 1.7142 -1.1291 5.7506 -0.049 0.010 -0.013 0.000
H 3.8562 -0.1137 5.0609 -0.016 -0.022 0.012 0.000
H 4.2503 0.4148 2.6708 -0.008 0.008 0.033 0.000
H 2.5175 -0.0390 1.0152 -0.022 -0.054 -0.266 0.003
H -2.3043 -2.8406 0.1441 -0.012 -0.027 -0.022 0.000
H -2.7345 -5.2734 0.1151 -0.012 0.013 0.020 0.000
H -1.1888 -6.8145 1.2730 0.025 0.004 -0.028 0.000
H 0.8213 -5.9275 2.4037 -0.016 0.004 0.024 0.000
H 1.2479 -3.5000 2.4443 -0.001 -0.022 -0.008 0.000
S 3.4185 -3.3060 -3.5701 0.171 0.235 -0.032 0.571
C 2.7385 -2.6800 -2.1772 -0.487 -0.187 0.284 0.014
S 1.4426 -3.3745 -1.3404 0.207 0.040 -0.086 0.162
S 3.3162 -1.1363 -1.7214 0.173 -0.138 -0.311 0.384
```
Forces are in eV/Å.

Summary:
Electronic energy in Eh: -3507.1341
Charge: 0
Molar mass in g/mol: 753.20
2S+1: 3
HOMO energy (alpha / beta) in eV: -6.237 / -7.638
Kohn-Sham gap (alpha / beta) in eV: 6.70 / 5.69
⟨S²⟩: 2.0159


[4]
Here is an isolated molecule of C4H7NO3S in a non-equilibrium geometry from the Open Molecules 2025 dataset. Energies are from the ωB97M-V functional and the def2-TZVPD basis.

The geometry in XYZ format:
```
16
Properties=species:S:1:pos:R:3:forces:R:3:nbo_charge:R:1
C 2.1535 -1.2674 -0.2121 -2.422 0.585 1.280 0.782
C -1.5549 0.4067 -0.0109 -1.091 -3.268 -2.406 -0.242
C -0.4839 0.5490 -1.1034 -1.231 0.503 -1.269 -0.622
C 1.7782 -0.0825 0.5672 -0.693 0.178 -2.550 -0.263
N -1.2915 -0.8252 0.8414 0.370 2.441 -0.425 -0.864
O 1.7930 -2.3169 -0.6023 0.813 -0.698 -0.895 -0.514
O 3.1209 -0.4336 -0.0111 1.853 0.295 -0.387 -0.438
O 0.3887 2.3336 0.5351 -0.097 0.860 1.052 -0.956
S 1.0297 1.3868 -0.3645 0.231 -2.328 -0.882 1.267
H -1.5113 1.2868 0.5115 -0.123 1.821 1.921 0.223
H -2.5862 0.3893 -0.5415 1.550 -0.135 0.853 0.184
H -0.5230 -0.3536 -1.7538 1.261 0.201 0.802 0.250
H -0.8057 1.3269 -1.8708 0.343 -0.430 1.165 0.229
H 1.7545 -0.2462 1.5954 -0.292 0.469 1.736 0.223
H -1.4211 -0.5159 1.7958 -0.189 -0.578 0.080 0.367
H -1.8409 -1.6377 0.6240 -0.283 0.083 -0.075 0.374
```
Forces are in eV/Å.

Summary:
Electronic energy in Eh: -835.1575
Charge: 0
Molar mass in g/mol: 149.17
2S+1: 1
HOMO energy in eV: -9.460
Kohn-Sham gap in eV: 10.19
Energy above the lowest of the compared OMol25 structures with the same formula, charge and spin in kcal per mole: 65.9